Entry 1:
This record from OMol25 describes a structure of composition C67H59BrN10S3Sr at a distorted geometry. The level of theory is the ωB97M-V functional and the def2-TZVPD basis.

Its LUMO energy is -4.09 eV. Its spin multiplicity is 1. As for the total energy: -6934.81276 a.u. As for the charge: +2. The energy relative to the best compared isomer or geometry (same formula, charge and spin) comes out at 59.5 kcal/mol.

Atoms and positions in Å:
1 Sr 0.813 -1.077 -0.142
2 C 2.437 -2.751 -2.898
3 C 3.652 -2.428 -2.015
4 C 3.728 -3.454 -0.931
5 C 4.521 -4.583 -1.119
6 C 4.512 -5.586 -0.171
7 C 3.720 -5.414 0.954
8 C 2.967 -4.257 1.054
9 N 2.947 -3.299 0.134
10 N 1.287 -1.913 -2.572
11 C 1.274 -0.680 -3.365
12 C 1.774 0.562 -2.657
13 C 1.983 1.740 -3.378
14 C 2.405 2.875 -2.708
15 C 2.608 2.803 -1.337
16 C 2.374 1.598 -0.703
17 N 1.957 0.516 -1.348
18 C 0.054 -2.688 -2.710
19 C -0.115 -3.739 -1.641
20 C -0.427 -5.062 -1.945
21 C -0.641 -5.967 -0.918
22 C -0.538 -5.524 0.391
23 C -0.220 -4.193 0.604
24 N -0.012 -3.327 -0.380
25 H 2.163 -3.796 -2.728
26 H 2.694 -2.663 -3.963
27 H 3.538 -1.439 -1.573
28 H 4.567 -2.460 -2.604
29 H 5.120 -4.671 -2.012
30 H 5.098 -6.479 -0.312
31 H 3.673 -6.173 1.717
32 H 2.347 -4.090 1.923
33 H 0.248 -0.451 -3.666
34 H 1.851 -0.802 -4.296
35 H 1.821 1.770 -4.445
36 H 2.565 3.805 -3.233
37 H 2.936 3.661 -0.772
38 H 2.517 1.471 0.360
39 H -0.018 -3.144 -3.708
40 H -0.775 -1.996 -2.564
41 H -0.499 -5.387 -2.971
42 H -0.870 -6.999 -1.138
43 H -0.698 -6.195 1.219
44 H -0.129 -3.795 1.607
45 N -0.069 -0.092 1.717
46 S -1.257 0.150 2.520
47 N -2.273 1.407 2.141
48 S -3.371 1.465 1.054
49 N -3.121 0.923 -0.362
50 S -1.782 0.942 -1.329
51 N -0.982 -0.266 -1.286
52 C -1.015 2.569 -0.989
53 C -0.400 2.773 0.234
54 C 0.026 4.044 0.586
55 C -0.143 5.105 -0.288
56 C -0.687 4.876 -1.541
57 C -1.112 3.607 -1.898
58 C -2.693 1.113 -2.888
59 C -3.529 2.185 -3.151
60 C -4.180 2.257 -4.374
61 C -4.032 1.245 -5.310
62 C -3.251 0.141 -5.010
63 C -2.575 0.084 -3.804
64 C -3.776 3.208 0.928
65 C -3.062 4.137 1.659
66 C -3.273 5.485 1.427
67 C -4.190 5.885 0.469
68 C -4.919 4.944 -0.245
69 C -4.713 3.593 -0.019
70 C -4.852 0.605 1.586
71 C -5.434 -0.350 0.773
72 C -6.543 -1.037 1.238
73 C -7.047 -0.767 2.501
74 C -6.454 0.195 3.305
75 C -5.348 0.888 2.847
76 C -0.855 0.622 4.216
77 C 0.265 0.044 4.789
78 C 0.605 0.367 6.091
79 C -0.172 1.265 6.807
80 C -1.286 1.847 6.223
81 C -1.630 1.523 4.921
82 C -2.434 -1.215 2.679
83 C -3.137 -1.401 3.853
84 C -4.069 -2.424 3.928
85 C -4.288 -3.248 2.836
86 C -3.585 -3.040 1.659
87 C -2.656 -2.016 1.574
88 H -0.255 1.943 0.907
89 H 0.487 4.197 1.550
90 H 0.168 6.099 -0.005
91 H -0.786 5.684 -2.246
92 H -1.502 3.434 -2.888
93 H -3.672 2.961 -2.413
94 H -4.812 3.104 -4.596
95 H -4.532 1.315 -6.263
96 H -3.170 -0.675 -5.710
97 H -1.960 -0.763 -3.548
98 H -2.345 3.784 2.383
99 H -2.711 6.216 1.986
100 H -4.341 6.936 0.276
101 H -5.640 5.261 -0.982
102 H -5.261 2.840 -0.567
103 H -5.007 -0.539 -0.199
104 H -7.009 -1.784 0.615
105 H -7.904 -1.312 2.862
106 H -6.851 0.403 4.286
107 H -4.862 1.637 3.453
108 H 0.857 -0.637 4.197
109 H 1.473 -0.078 6.551
110 H 0.089 1.515 7.823
111 H -1.886 2.551 6.779
112 H -2.483 1.975 4.439
113 H -2.955 -0.759 4.701
114 H -4.617 -2.578 4.843
115 H -5.005 -4.052 2.905
116 H -3.760 -3.677 0.806
117 H -2.112 -1.817 0.663
118 Br 7.369 2.469 -6.163
119 C 6.645 1.797 -4.540
120 C 5.532 0.968 -4.571
121 C 5.006 0.486 -3.392
122 C 5.578 0.825 -2.161
123 C 6.690 1.677 -2.153
124 C 7.224 2.153 -3.331
125 N 4.960 0.319 -1.030
126 C 5.537 0.303 0.103
127 C 4.932 -0.211 1.321
128 C 5.746 -0.277 2.461
129 C 5.232 -0.804 3.630
130 C 3.915 -1.238 3.632
131 C 3.175 -1.102 2.465
132 N 3.656 -0.611 1.335
133 H 5.092 0.698 -5.516
134 H 4.155 -0.172 -3.401
135 H 7.143 1.988 -1.225
136 H 8.084 2.804 -3.314
137 H 6.565 0.654 0.251
138 H 6.766 0.075 2.418
139 H 5.844 -0.877 4.516
140 H 3.475 -1.663 4.522
141 H 2.137 -1.402 2.424

Entry 2:
This record from OMol25 describes a structure of composition C67H64Cl5N2O2P4S2Sr at a distorted geometry. The level of theory is the ωB97M-V functional and the def2-TZVPD basis.

Its LUMO energy is -2.43 eV. Its spin multiplicity is 1. As for the total energy: -7344.68509 a.u. As for the charge: +1.

Atoms and positions in Å:
1 Sr -0.053 0.341 0.408
2 O 0.829 2.878 2.842
3 S -0.118 1.761 2.518
4 C -1.583 2.925 2.131
5 C -1.937 3.775 3.190
6 C -3.047 4.593 3.125
7 C -3.836 4.597 1.978
8 C -3.410 3.897 0.869
9 C -2.268 3.079 0.911
10 P -1.510 2.523 -0.670
11 C -2.936 2.700 -1.802
12 C -3.969 1.766 -1.667
13 C -5.081 1.824 -2.488
14 C -5.154 2.789 -3.487
15 C -4.123 3.704 -3.645
16 C -3.021 3.673 -2.792
17 C -0.500 4.009 -1.087
18 C -0.589 5.206 -0.382
19 C 0.277 6.259 -0.671
20 C 1.248 6.117 -1.649
21 C 1.344 4.924 -2.358
22 C 0.476 3.881 -2.078
23 C -1.091 1.180 3.947
24 C -0.931 1.762 5.198
25 C -1.809 1.450 6.221
26 C -2.869 0.576 5.990
27 C -3.001 -0.036 4.756
28 C -2.096 0.235 3.724
29 P -2.131 -0.785 2.189
30 C -1.697 -2.447 2.849
31 C -1.524 -2.775 4.188
32 C -1.237 -4.090 4.551
33 C -1.114 -5.075 3.583
34 C -1.248 -4.749 2.242
35 C -1.523 -3.442 1.873
36 C -3.933 -0.934 1.886
37 C -4.639 0.259 1.703
38 C -6.005 0.239 1.463
39 C -6.680 -0.975 1.398
40 C -5.983 -2.162 1.570
41 C -4.611 -2.146 1.805
42 H -1.321 3.807 4.073
43 H -3.298 5.219 3.974
44 H -4.748 5.182 1.939
45 H -3.962 3.988 -0.058
46 H -3.880 0.990 -0.917
47 H -5.890 1.113 -2.360
48 H -6.013 2.824 -4.146
49 H -4.176 4.451 -4.429
50 H -2.230 4.405 -2.900
51 H -1.319 5.327 0.407
52 H 0.205 7.180 -0.106
53 H 1.947 6.922 -1.846
54 H 2.112 4.800 -3.113
55 H 0.582 2.932 -2.587
56 H -0.120 2.466 5.361
57 H -1.685 1.915 7.192
58 H -3.577 0.361 6.783
59 H -3.806 -0.739 4.579
60 H -1.596 -2.022 4.959
61 H -1.101 -4.333 5.599
62 H -0.881 -6.093 3.874
63 H -1.126 -5.515 1.482
64 H -1.577 -3.157 0.831
65 H -4.119 1.211 1.771
66 H -6.542 1.172 1.332
67 H -7.747 -0.994 1.211
68 H -6.509 -3.108 1.528
69 H -4.077 -3.079 1.935
70 C 0.873 -4.868 -2.545
71 P 1.602 -3.465 -1.576
72 C 2.319 -2.554 -3.033
73 N 3.487 -2.911 -3.504
74 C 3.990 -2.290 -4.600
75 C 5.254 -2.672 -5.113
76 C 5.729 -2.071 -6.240
77 C 4.979 -1.059 -6.893
78 C 3.770 -0.664 -6.406
79 C 3.253 -1.281 -5.240
80 N 2.076 -0.860 -4.712
81 C 1.594 -1.454 -3.645
82 P 0.082 -0.612 -2.924
83 C 0.000 0.825 -4.067
84 C -1.446 -1.601 -3.441
85 C -1.878 -2.448 -2.227
86 C -2.564 -0.581 -3.697
87 C -1.170 -2.429 -4.691
88 C 3.048 -4.392 -0.795
89 C 4.022 -3.334 -0.253
90 C 2.413 -5.160 0.375
91 C 3.797 -5.384 -1.691
92 H 1.602 -5.261 -3.252
93 H -0.016 -4.553 -3.088
94 H 0.577 -5.648 -1.841
95 H 5.812 -3.444 -4.597
96 H 6.687 -2.367 -6.648
97 H 5.386 -0.588 -7.779
98 H 3.181 0.108 -6.887
99 H -0.193 0.496 -5.087
100 H 0.963 1.330 -4.062
101 H -0.785 1.502 -3.727
102 H -2.048 -1.788 -1.384
103 H -1.104 -3.152 -1.925
104 H -2.791 -3.005 -2.457
105 H -2.600 0.135 -2.883
106 H -3.527 -1.103 -3.740
107 H -2.438 -0.051 -4.644
108 H -0.438 -3.218 -4.507
109 H -0.774 -1.800 -5.494
110 H -2.094 -2.897 -5.051
111 H 3.523 -2.695 0.482
112 H 4.413 -2.712 -1.063
113 H 4.869 -3.823 0.237
114 H 1.748 -4.521 0.957
115 H 3.197 -5.543 1.037
116 H 1.836 -6.017 0.016
117 H 4.145 -4.919 -2.607
118 H 3.176 -6.248 -1.943
119 H 4.668 -5.757 -1.140
120 Cl 1.198 -1.638 1.627
121 C 1.538 -1.107 3.311
122 C 1.493 0.242 3.589
123 C 2.045 0.580 4.826
124 Cl 2.472 2.236 5.183
125 C 2.360 -0.364 5.802
126 Cl 2.836 0.107 7.386
127 C 2.284 -1.722 5.495
128 Cl 2.661 -2.912 6.674
129 C 1.947 -2.101 4.205
130 Cl 2.038 -3.755 3.749
131 C 3.168 0.528 0.005
132 S 2.077 1.509 1.087
133 O 1.098 2.061 0.051
134 C 3.285 2.804 1.353
135 C 2.909 4.110 1.088
136 C 3.857 5.115 1.227
137 C 5.152 4.806 1.627
138 C 5.500 3.495 1.934
139 C 4.558 2.482 1.815
140 H 3.722 1.202 -0.646
141 H 2.581 -0.173 -0.592
142 H 3.854 -0.016 0.656
143 H 1.894 4.331 0.787
144 H 3.584 6.142 1.014
145 H 5.898 5.587 1.709
146 H 6.505 3.259 2.256
147 H 4.815 1.464 2.078

Question: The lowest charge belongs to which entry?
Answer: C67H64Cl5N2O2P4S2Sr